Computed, not measured: 2 unconnected molecules or ions with the total composition C5H8O in a non-equilibrium geometry, with ωB97M-V/def2-TZVPD.

Geometry (Å):
C1 1.6458 0.3015 0.1037
C2 0.5568 0.2575 -0.6622
C3 -0.3021 -0.9751 -0.9436
C4 -1.5360 -0.8097 -0.1040
O1 -1.1518 -0.7359 1.2942
C5 -1.3057 0.4103 0.6973
H1 0.5631 1.9846 1.5127
H2 2.3672 1.1132 0.0417
H3 1.9011 -0.5096 0.7785
H4 0.2772 1.1502 -1.2144
H5 0.2437 -1.8909 -0.6901
H6 -0.5376 -0.9892 -2.0123
H7 -2.5453 -1.1727 -0.2853
H8 -0.1763 1.8657 1.4838

molecular weight	84.12	Da
energy above the lowest of the compared OMol25 structures with the same formula, charge and spin	5.929	eV
multiplicity	1

Atomic partial charges in e from the Mulliken method, atoms 1 to 4:
1 C -0.721
2 C -0.090
3 C -0.754
4 C 0.176

=====

Computed, not measured: 2 unconnected molecules or ions with the total composition CH8N2O in a non-equilibrium geometry, with ωB97M-V/def2-TZVPD.

Geometry (Å):
N1 2.1902 0.6061 0.2922
C1 0.7697 0.4047 0.6911
N2 -0.1118 0.1866 -0.4335
H1 2.7310 -0.0348 0.8569
H2 2.5655 1.5057 0.5599
H3 0.5331 1.2735 1.3115
H4 0.7452 -0.5054 1.2885
H5 0.1557 -0.7091 -0.8263
H6 0.1688 0.8312 -1.1741
O1 -2.6342 -1.1383 -0.4526
H7 -2.9333 -0.8716 -1.3225
H8 -1.7970 -0.6400 -0.3422

molecular weight	64.09	Da
energy above the lowest of the compared OMol25 structures with the same formula, charge and spin	0.170	eV
multiplicity	1

Atomic partial charges in e from the Mulliken method, atoms 1 to 4:
1 N -0.620
2 C -0.396
3 N -0.664
4 H 0.227

=====

no.,HOMO energy (eV)
1,-9.219
2,-10.060